C22H33HfN2O as an isolated structure. Source: the OMol25 dataset; level of theory: wB97M-V/def2-TZVPD.

Computed properties:
total energy	-1090.70875	a.u.
spin multiplicity	1
E_HOMO	-10.438	eV
frontier orbital gap	7.642	eV
net charge	+1

Positions of all 59 atoms, in Å:
C -1.3461 1.2489 -1.5608
C -2.1828 0.3661 -0.7817
C -1.7959 -0.9754 -1.0689
C -0.6604 -0.9452 -1.9260
C -0.3973 0.4239 -2.2677
Hf 0.0983 0.4937 0.1086
C 2.6195 -0.5486 0.5859
C 2.3857 0.8346 0.4838
H 2.6147 1.5019 1.3345
C 2.0408 1.4155 -0.8143
H 2.5831 0.9959 -1.6755
H 2.0486 2.5148 -0.9066
C 2.9168 -1.1389 1.9289
H 2.4995 -0.5357 2.7488
H 2.4852 -2.1437 2.0179
H 4.0035 -1.2319 2.0949
C 2.9175 -1.3924 -0.6151
H 2.5958 -0.9553 -1.5739
H 4.0043 -1.5777 -0.7122
H 2.4362 -2.3839 -0.5570
C -3.3134 0.7757 0.0984
H -3.1305 1.7624 0.5473
H -4.2630 0.8286 -0.4576
H -3.4487 0.0549 0.9169
C -2.5263 -2.1807 -0.5924
H -2.8053 -2.0788 0.4640
H -3.4537 -2.3432 -1.1638
H -1.9206 -3.0880 -0.6848
C -0.0578 -2.1244 -2.6104
H 0.0405 -2.9812 -1.9325
H -0.6804 -2.4525 -3.4589
H 0.9400 -1.8974 -3.0044
C 0.4234 0.8771 -3.4281
H 1.3422 0.2859 -3.5271
H -0.1366 0.7692 -4.3722
H 0.7068 1.9304 -3.3293
C -1.5773 2.7053 -1.7881
H -0.6722 3.2059 -2.1573
H -2.3599 2.8566 -2.5492
H -1.9074 3.2215 -0.8736
C -0.1871 -1.3518 1.4830
C -0.5550 -1.0707 2.8026
C -0.0035 -2.6946 1.1091
C -0.7891 -2.1159 3.7185
H -0.6756 -0.0274 3.1197
C -0.2685 -3.7386 2.0138
H 0.3279 -2.9575 0.0957
C -0.6605 -3.4486 3.3252
H -1.0753 -1.8704 4.7436
H -0.1612 -4.7752 1.6812
H -0.8510 -4.2614 4.0331
N -0.8728 4.3976 1.2409
C 0.1523 3.5534 1.0842
N 1.3906 4.0518 1.0917
O -0.0719 2.2766 0.9978
H -0.6926 5.3888 1.2763
H -1.8333 4.0608 1.2139
H 2.1804 3.4351 0.9313
H 1.5794 5.0538 1.0979